# C4H8N2

2 unconnected molecules or ions with the total composition C4H8N2 at a distorted geometry (ωB97M-V with the def2-TZVPD basis set, the OMol25 dataset).

```
14
Properties=species:S:1:pos:R:3:lowdin_spin:R:1
C 2.00563 -1.30786 1.77125 0.129
C -0.74362 0.30493 -0.05699 0.069
C -2.12145 0.36508 -0.76347 0.054
C 0.35813 0.76729 -0.86071 0.020
N 1.60362 -0.29051 1.23282 0.765
N -0.67687 -0.17087 1.13679 0.845
H 3.12848 -1.37029 1.46413 0.074
H 1.53510 -2.04620 2.48998 0.044
H -2.45294 1.30079 -1.22938 0.002
H -2.85173 -0.20844 -0.29034 0.002
H -1.84559 -0.20145 -1.74657 0.000
H 1.16162 0.15885 -1.17630 0.000
H 0.03257 1.21130 -1.78213 0.001
H 0.86705 1.48737 -0.18907 -0.004
```

The value obtained for the strongest force on any atom is 4.1 eV/A. As for the charge: 0. The expectation value of S² is 2.025. The energy relative to the best compared isomer or geometry (same formula, charge and spin) is 0.585 eV. As for the spin multiplicity: 3. The calculation puts the lowest unoccupied orbital energy (alpha / beta) at 1.094 / -0.689 eV. The gap between HOMO and LUMO (alpha / beta) is 9.005 / 9.221 eV. The calculation puts the HOMO energy (alpha / beta) at -7.9 / -9.9 eV.